(1)
Molecular formula: C11H15N
Method: DFT, ωB97M-V/def2-TZVPD

- HOMO-LUMO gap (spin up / spin down): 3.061 / 6.396 eV
- Net charge: -1
- Multiplicity: 2
- HOMO energy (spin up / spin down): 0.025 / -0.101 Ha
- ΔE to the lowest compared entry with this formula, charge and spin: 2.6 kcal per mole
- LUMO (spin up / spin down): 3.7 / 3.6 eV
- ⟨S²⟩: 0.770

Geometry (Å):
C -0.45338 -0.17677 3.35970
C 0.40459 1.06914 3.17931
H -0.88060 -0.16456 4.36345
H -1.31851 -0.23024 2.69747
H 0.13665 -1.07834 3.22820
H 1.11797 0.90622 2.36305
H 0.98487 1.34530 4.05750
H -0.16939 1.94146 2.84972
C -0.86726 -2.68235 0.27592
C 0.12651 -0.54641 -0.82434
C -0.89474 -1.23108 -0.09109
C -0.32751 0.76835 -1.00999
C -1.90940 -0.33904 0.15555
C 2.20690 0.17342 -1.86806
C 1.73894 1.46224 -2.02198
C 1.47081 -0.86260 -1.25698
C 0.40889 1.80132 -1.60327
N -1.57856 0.86774 -0.44567
H 3.24702 -0.04811 -2.09682
H 2.38528 2.26957 -2.33138
H 1.85832 -1.85762 -1.10325
H 0.01981 2.80686 -1.64728
H -1.66528 -3.21047 -0.24920
H -0.89370 -2.85680 1.35067
H -2.78631 -0.46100 0.77526
H -2.06062 1.73182 -0.29563
H 0.06654 -3.12796 -0.08154

Forces on the atoms, in the same order (eV/Å):
-0.4 0.3 0.6
0.2 0.1 -1.1
0.0 -0.2 0.2
0.4 0.1 -0.3
0.0 -0.2 0.0
0.0 0.0 0.1
-0.1 -0.1 0.2
-0.1 -0.1 0.3
0.5 0.1 -0.4
0.1 -0.1 0.2
0.7 0.0 -0.3
-0.3 0.6 0.1
-0.6 -0.3 0.2
0.5 -0.4 0.5
-0.5 0.1 0.2
-0.8 0.2 -0.1
0.3 -0.3 0.0
0.2 0.0 0.0
0.0 0.1 -0.2
0.2 -0.1 -0.3
0.3 -0.1 -0.1
0.0 0.2 -0.1
-0.2 -0.2 0.3
-0.3 -0.1 0.1
-0.1 0.1 -0.2
0.0 0.1 0.0
0.0 0.1 0.0

---

(2)
Molecular formula: C11H2CrF15N2O15S5
Method: DFT, ωB97M-V/def2-TZVPD

- HOMO-LUMO gap (spin up / spin down): 7.508 / 7.679 eV
- Net charge: -2
- Multiplicity: 4
- HOMO energy (spin up / spin down): -0.123 / -0.123 Ha
- LUMO (spin up / spin down): 4.2 / 4.3 eV
- ⟨S²⟩: 3.776

Geometry (Å):
Cr -0.22491 0.01665 -0.38678
C 2.60918 1.34529 2.28724
C 3.51028 0.62947 3.14168
C 3.48360 -0.89377 3.03592
O 4.23819 -1.55355 3.71697
C 2.54460 -1.52989 2.15219
C 1.72092 -0.80027 1.37599
C 1.75738 0.71062 1.43496
O 0.89817 1.29004 0.64465
O 0.94723 -1.23967 0.42888
O 4.28310 1.21454 3.86532
H 2.59634 2.42716 2.22479
H 2.48763 -2.60636 2.07001
C -0.90150 1.98901 3.19794
F 0.09543 2.82696 3.02402
F -0.37668 0.78981 3.44992
F -1.66186 2.38528 4.20711
S -1.93482 1.95283 1.61446
O -3.28179 2.20205 1.98856
O -1.31908 2.90523 0.75447
N -1.70274 0.41284 0.96574
S -2.59100 -0.67005 1.82508
O -1.94183 -1.93503 1.66574
O -2.96864 -0.30957 3.15114
C -4.17679 -0.84403 0.85252
F -3.98219 -1.61792 -0.20473
F -5.05932 -1.43728 1.66775
F -4.66685 0.32163 0.43258
C 0.15937 3.36025 -2.48993
F 1.36340 3.37038 -1.96363
F -0.67617 3.87085 -1.60233
F 0.13764 4.06864 -3.61051
S -0.43499 1.59496 -2.84476
O -1.58602 1.29768 -2.01267
O -0.66140 1.46624 -4.23756
N 0.64968 0.54511 -2.08771
S 1.89363 0.33255 -3.13979
O 1.52389 -0.58400 -4.16715
O 2.43224 1.58454 -3.59185
C 3.17579 -0.55663 -2.13205
F 2.68197 -1.67105 -1.63818
F 4.20392 -0.83142 -2.93113
F 3.56242 0.23476 -1.12470
C -2.03983 -3.95941 -1.59766
F -1.65311 -5.04281 -2.27914
F -3.36714 -3.83675 -1.71054
F -1.75480 -4.15014 -0.30225
S -1.12126 -2.48228 -2.22461
O -1.77065 -2.09260 -3.44304
O -1.32210 -1.52360 -1.10776
O 0.22147 -2.97729 -2.34517

Forces on the atoms, in the same order (eV/Å):
-0.1 -0.4 0.9
-0.7 0.3 -1.0
-0.6 0.9 -1.1
-0.4 -0.8 0.2
0.8 -0.2 0.6
-0.5 -0.3 -0.4
0.5 1.3 -0.5
0.0 -0.6 0.4
-0.1 -0.4 -0.4
-0.8 0.0 -0.1
0.8 -0.1 0.9
0.3 0.0 0.4
0.3 -0.1 0.2
0.0 -0.8 -0.7
0.1 0.6 0.2
-0.3 0.1 0.3
0.0 0.0 0.2
0.8 0.2 -1.1
-0.6 -0.3 0.4
0.2 -0.1 -0.2
-1.6 1.2 2.3
0.9 -2.1 -0.8
-0.3 0.1 -0.1
-0.2 0.9 0.1
0.3 0.1 0.0
-0.1 0.0 0.1
-0.1 0.1 -0.2
-0.1 -0.2 0.2
-0.1 -0.5 0.6
0.2 0.1 -0.1
-0.2 0.3 -0.4
0.0 0.0 0.0
-0.9 -2.1 1.4
0.3 0.7 0.9
0.8 0.4 -0.5
0.9 1.7 -2.7
0.0 -0.9 -0.9
0.2 -0.5 0.1
0.2 0.2 0.6
-0.7 0.4 0.5
0.2 -0.1 -0.2
0.1 0.1 0.1
0.3 -0.2 -0.2
0.2 0.4 0.6
-0.2 -0.1 -0.1
0.0 -0.1 -0.1
-0.1 -0.2 -0.3
0.6 -0.1 -0.6
-0.3 0.0 0.2
0.1 0.4 -0.1
-0.1 0.1 0.3

---

(3)
Molecular formula: C19H24FN3OS
Method: DFT, ωB97M-V/def2-TZVPD

- HOMO-LUMO gap: 8.596 eV
- SMILES string: C[C@@H](NC(=O)c1cccc(F)c1)[C@H](c1cccs1)N1CCN(C)CC1
- Net charge: 0
- HOMO energy: -0.297 Ha
- ΔE to the lowest compared entry with this formula, charge and spin: 20.1 kcal per mole
- LUMO: 0.5 eV

Geometry (Å):
C -0.19919 -3.31228 -0.26578
C 0.15471 -1.90619 0.19820
N 1.53433 -1.59594 -0.10609
C 2.37372 -1.04243 0.80109
O 2.10719 -0.93952 1.98115
C 3.66173 -0.54972 0.22214
C 4.35246 -1.23858 -0.76941
C 5.54028 -0.73326 -1.26937
C 6.04552 0.46738 -0.80065
C 5.34828 1.13734 0.18926
F 5.83480 2.30664 0.65080
C 4.17081 0.64512 0.71650
C -0.76846 -0.85674 -0.48218
C -0.24449 0.52719 -0.20461
C 0.10473 1.11425 0.97259
C 0.60805 2.42605 0.81386
C 0.64610 2.82221 -0.48175
S 0.06480 1.59850 -1.53967
N -2.15092 -1.13410 -0.14455
C -2.64191 -0.76172 1.16657
C -3.21273 0.66051 1.24708
N -4.22578 0.85429 0.22433
C -4.83340 2.16217 0.31933
C -3.64880 0.61809 -1.08598
C -3.14570 -0.82589 -1.14966
H -0.01567 -3.41721 -1.33334
H -1.25167 -3.49518 -0.07411
H 0.39783 -4.04716 0.26733
H 0.06330 -1.83649 1.28474
H 1.78386 -1.56395 -1.08274
H 3.97948 -2.18536 -1.13141
H 6.07818 -1.27655 -2.03141
H 6.96489 0.88112 -1.18343
H 3.64821 1.17458 1.49718
H -0.68610 -1.02040 -1.56499
H 0.02911 0.63209 1.92981
H 0.92909 3.04191 1.63490
H 0.97622 3.75621 -0.89064
H -1.84694 -0.88068 1.90151
H -3.44728 -1.46340 1.41079
H -3.68058 0.79730 2.22542
H -2.40243 1.40359 1.14785
H -5.28951 2.27191 1.30230
H -5.61069 2.24890 -0.43870
H -4.10874 2.98050 0.17546
H -4.42511 0.76644 -1.84049
H -2.82021 1.31797 -1.30083
H -2.74265 -1.04103 -2.14094
H -3.99873 -1.48846 -0.96743

Forces on the atoms, in the same order (eV/Å):
0.0 0.2 0.3
-0.2 -0.1 -0.2
-0.1 -0.2 -0.2
0.1 -0.1 -0.3
0.0 0.1 0.3
0.3 0.1 0.0
-0.1 0.0 0.1
0.0 0.0 0.0
0.0 0.1 0.1
-0.1 -0.2 -0.1
0.0 -0.1 0.0
0.1 0.0 0.0
0.2 -0.2 0.3
0.1 0.4 -0.5
-0.1 -0.2 -0.2
0.0 0.2 0.0
-0.1 -0.1 -0.4
0.1 -0.1 0.7
0.0 0.0 -0.2
-0.1 0.2 0.1
0.1 -0.1 0.1
0.0 -0.1 0.0
0.0 -0.1 0.0
0.0 -0.2 -0.1
-0.1 0.2 -0.1
0.0 0.0 -0.2
-0.1 -0.1 0.0
0.1 -0.1 0.0
0.0 0.0 -0.1
0.1 0.1 0.1
0.0 -0.1 0.0
0.1 0.0 -0.1
0.1 0.1 0.0
0.0 0.1 0.1
0.0 -0.1 0.1
0.0 -0.2 0.2
0.1 0.1 0.1
0.1 0.2 0.0
0.0 0.0 0.1
0.0 0.0 0.1
0.0 0.0 0.0
-0.1 0.0 0.0
0.0 0.1 0.0
-0.1 0.1 0.0
0.0 0.0 0.0
0.0 0.0 0.0
-0.1 0.0 0.0
0.0 0.0 0.0
-0.1 0.0 -0.1

---

(4)
Molecular formula: C3H10N2S
Method: DFT, ωB97M-V/def2-TZVPD

- HOMO-LUMO gap: 9.606 eV
- SMILES string: NC[C@H](N)CS
- Net charge: 0
- HOMO energy: -0.318 Ha
- ΔE to the lowest compared entry with this formula, charge and spin: 13.1 kcal per mole
- LUMO: 1.0 eV

Geometry (Å):
N -0.12255 -1.91997 -2.02163
C 0.67875 -1.58936 -0.85805
C 0.05165 -0.23536 -0.28328
N 0.65001 0.90039 -0.98400
C 0.25782 0.05529 1.20265
S -0.86332 1.41474 1.66589
H -0.03540 -2.92228 -2.11144
H 0.05432 -1.43173 -2.88221
H 1.79141 -1.50089 -1.09628
H 0.58088 -2.33141 -0.04800
H -1.01418 -0.37903 -0.58541
H 0.44466 0.88204 -1.97659
H 1.66274 0.91707 -0.90552
H 1.30655 0.33443 1.30119
H -0.02422 -0.75046 1.88876
H -0.20774 2.38776 0.96601

Forces on the atoms, in the same order (eV/Å):
-0.2 -1.4 0.9
0.5 1.7 0.9
1.1 -1.3 -1.0
-0.5 0.5 -0.5
-0.7 0.0 -0.6
0.6 0.6 0.1
-0.2 0.1 -0.9
0.5 0.0 0.0
-1.2 0.1 0.5
-0.2 -0.2 -0.7
0.7 0.6 0.6
-0.1 0.0 0.1
-0.1 -0.2 0.2
0.0 0.0 0.6
0.3 -0.1 -0.3
-0.4 -0.5 0.3

---

(5)
Molecular formula: C2H12NO2
Method: DFT, ωB97M-V/def2-TZVPD

- HOMO-LUMO gap: 12.456 eV
- Net charge: +1
- HOMO energy: -0.576 Ha
- ΔE to the lowest compared entry with this formula, charge and spin: 39.5 kcal per mole
- LUMO: -3.2 eV

Geometry (Å):
C 1.48491 -1.15680 0.25561
N 0.82921 0.19878 0.15020
C 0.43550 0.70765 1.49925
H 1.72781 -1.27561 -0.83872
H 2.40584 -1.02918 0.91930
H 0.69518 -1.93712 0.70082
H -0.09866 0.16150 -0.37494
H 1.34429 0.82238 -0.50363
H -0.18532 0.09497 2.16010
H -0.08985 1.70967 1.29734
H 1.44393 1.08413 1.94533
H -2.75476 -1.00390 0.64921
H -1.93940 -1.64343 -0.44428
O -2.25325 -0.79923 -0.17797
H -0.57282 1.11696 -3.00045
H -1.69991 1.46715 -2.19277
O -0.77270 1.48208 -2.04440

Forces on the atoms, in the same order (eV/Å):
-0.5 -0.2 -0.4
-2.7 -1.0 -0.1
2.1 4.7 -0.1
0.2 -1.1 1.4
-1.3 -0.4 -1.0
2.0 1.8 -1.2
1.0 -0.5 0.4
0.0 0.0 1.3
0.5 -0.4 -0.7
0.4 -1.6 0.4
-1.9 -1.1 -0.1
0.4 0.4 -1.0
0.3 -1.3 -0.6
-0.6 0.9 1.6
0.3 1.1 2.7
-1.9 0.3 0.7
1.7 -1.6 -3.2

---

(6)
Molecular formula: C5H15N2S
Method: DFT, ωB97M-V/def2-TZVPD

- HOMO-LUMO gap (spin up / spin down): 5.573 / 9.262 eV
- Net charge: 0
- Multiplicity: 2
- HOMO energy (spin up / spin down): -0.167 / -0.305 Ha
- ΔE to the lowest compared entry with this formula, charge and spin: 15.9 kcal per mole
- LUMO (spin up / spin down): 1.0 / 1.0 eV
- ⟨S²⟩: 0.753

Geometry (Å):
C -0.02417 2.10412 -0.29607
C -0.49042 0.74352 -0.79994
S -0.34662 0.56865 -2.61139
C -1.03250 -1.10341 -2.78107
H -0.38246 2.21656 0.72579
H -0.45742 2.90945 -0.89163
H 1.05819 2.20221 -0.32483
H -1.53923 0.58803 -0.54525
H 0.10776 -0.03926 -0.33011
H -0.49246 -1.76621 -2.10502
H -2.09251 -1.16128 -2.54171
H -0.85214 -1.41684 -3.80515
C -0.64790 -2.09964 2.26166
N -0.07993 -0.77945 2.41863
C 1.21628 -0.49954 2.07824
N 1.92994 0.65407 2.35265
H -1.08978 -2.21160 1.26468
H -1.46420 -2.21753 2.97110
H 0.14696 -2.81860 2.45127
H -0.66046 -0.05892 2.81808
H 1.75870 -1.29427 1.58174
H 1.49756 1.53116 2.57030
H 2.85551 0.70004 1.98474

Forces on the atoms, in the same order (eV/Å):
-0.3 -0.1 -0.3
0.1 -0.1 -0.2
-0.1 0.0 0.2
0.4 0.2 0.3
0.2 0.1 0.1
0.0 0.0 0.0
0.0 0.0 0.0
0.0 0.0 0.1
-0.1 0.0 0.0
0.0 -0.1 -0.1
-0.1 0.2 -0.1
-0.1 -0.1 0.0
0.0 0.9 -0.1
-0.8 0.9 0.9
0.9 -1.3 -1.3
-0.3 0.2 0.9
0.2 -0.4 -0.1
0.1 -0.2 0.2
-0.2 -0.3 -0.1
0.1 -0.1 -0.1
-0.1 0.1 0.1
-0.2 0.1 -0.2
0.1 0.1 -0.1

---

(7)
Molecular formula: C3H7NO2
Method: DFT, ωB97M-V/def2-TZVPD

- HOMO-LUMO gap: 10.452 eV
- SMILES string: [H]/N=C\OCC=O.[H][H]
- Net charge: 0
- HOMO energy: -0.373 Ha
- ΔE to the lowest compared entry with this formula, charge and spin: 87.6 kcal per mole
- LUMO: 0.3 eV

Geometry (Å):
H -0.99087 -1.11726 -0.17953
N -1.02688 -1.33303 0.81918
C -0.45125 -0.48254 1.55026
O 0.28614 0.60405 1.20913
C 0.38016 1.02659 -0.14718
C 0.76035 0.02176 -1.25370
O -0.08348 -0.55655 -1.89733
H -0.42121 -0.59967 2.63350
H 1.14421 1.80801 -0.11736
H -0.57318 1.44402 -0.48557
H 1.82955 -0.02847 -1.53491
H 1.44199 -1.40340 -0.03937
H 0.84848 -1.72689 0.28255

Forces on the atoms, in the same order (eV/Å):
-0.1 0.0 0.2
-0.5 0.6 0.3
-0.3 -0.3 -0.1
0.2 -0.2 -0.1
-0.1 0.2 -0.2
-0.4 0.1 -0.5
0.5 0.4 0.0
0.0 0.1 -0.1
-0.2 0.0 -0.1
0.0 0.0 0.2
-0.1 0.0 0.1
0.4 -0.6 0.4
0.8 -0.2 -0.1

---

In order of appearance, DFT total energy = -13139.4510, -168495.2129, -40163.2851, -17088.0344, -7846.4333, -19241.4669, -8806.7323 eV.
In order of appearance, max |F| = 0.0221, 0.0645, 0.0138, 0.0386, 0.0996, 0.0394, 0.0158 hartree/bohr.